Entry from the OMol25 dataset: an isolated molecule of C2H4O2S (ωB97M-V with the def2-TZVPD basis set).

CARTESIAN COORDINATES (ANGSTROEM)
C  -0.27  0.19  -0.77
C  -0.23  -0.30  0.76
O  -2.76  1.11  -0.12
O  -2.43  -1.35  0.08
S  -1.82  -0.06  0.02
H  -0.06  1.30  -0.93
H  -0.14  -0.59  -1.48
H  0.16  -1.27  1.04
H  0.29  0.48  1.43

**Multiplicity**: 1
**ΔE to the lowest compared entry with this formula, charge and spin**: 331.72 kJ/mol
**SMILES**: O=S1(=O)CC1
**Energy**: -17065.8327 eV
**LUMO**: 0.554 eV
**Gap between HOMO and LUMO**: 10.818 eV

Atomic partial charges in e from the natural (NBO) method, atoms 1 to 2: C -0.669; C -0.667


Entry from the OMol25 dataset: an isolated molecule of CF2O (ωB97M-V with the def2-TZVPD basis set).

CARTESIAN COORDINATES (ANGSTROEM)
C  0.08  0.06  0.04
O  1.02  0.56  0.52
F  -0.09  -0.23  -1.21
F  -1.00  -0.39  0.65

**Multiplicity**: 1
**ΔE to the lowest compared entry with this formula, charge and spin**: 0.00 kJ/mol
**SMILES**: O=C(F)F
**Energy**: -8519.5574 eV
**LUMO**: 0.725 eV
**Gap between HOMO and LUMO**: 13.652 eV

Atomic partial charges in e from the natural (NBO) method, atoms 1 to 2: C 1.125; O -0.531


Entry from the OMol25 dataset: a structure of composition C33H51N11O6P2SiV (ωB97M-V with the def2-TZVPD basis set).

CARTESIAN COORDINATES (ANGSTROEM)
V  -0.65  -1.61  -0.54
C  -3.99  -1.28  -1.65
C  -3.22  -0.18  -2.32
C  -3.76  0.48  -3.40
C  -3.04  1.51  -4.00
C  -1.82  1.86  -3.47
C  -1.35  1.15  -2.36
N  -2.01  0.11  -1.82
N  -0.19  1.54  -1.73
Si  -0.32  4.86  -0.95
C  -2.10  4.49  -0.47
C  -0.27  5.86  -2.55
C  0.62  5.77  0.41
H  -4.99  -1.37  -2.09
H  -4.09  -1.06  -0.59
H  -3.46  -2.22  -1.77
H  -4.74  0.20  -3.77
H  -3.44  2.05  -4.85
H  -1.25  2.69  -3.86
H  -2.67  4.19  -1.35
H  -2.59  5.35  -0.02
H  -2.14  3.66  0.24
H  -0.84  5.37  -3.34
H  0.76  5.98  -2.91
H  -0.69  6.87  -2.42
H  -0.05  6.07  1.22
H  1.09  6.67  0.01
H  1.39  5.14  0.85
N  -3.45  -3.31  1.46
N  -3.14  -4.54  0.85
C  -2.20  -4.49  -0.17
N  -1.95  -5.68  -0.78
N  -1.71  -3.37  -0.55
N  -0.51  -3.32  -1.38
O  0.20  -4.38  -1.58
O  -0.84  -2.48  -2.39
H  -4.00  -3.50  2.28
H  -3.95  -2.69  0.83
H  -3.94  -5.10  0.57
H  -2.03  -6.48  -0.17
H  -1.08  -5.62  -1.33
O  -0.92  3.61  3.20
C  -2.19  3.31  3.33
O  -2.96  4.01  3.95
C  -2.68  2.05  2.70
C  -4.00  1.66  2.82
N  -4.13  0.52  2.14
N  -3.00  0.11  1.55
C  -2.10  1.03  1.89
C  -0.71  0.92  1.39
O  0.14  1.75  1.71
O  -0.44  -0.08  0.63
H  -0.45  2.95  2.63
H  -4.81  2.14  3.35
H  -4.97  -0.02  2.01
C  2.01  -3.96  0.82
P  1.04  -2.44  1.16
C  2.35  -1.13  1.03
N  3.05  -0.82  2.09
C  3.97  0.18  1.99
C  4.72  0.56  3.12
C  5.63  1.56  3.02
C  5.84  2.23  1.79
C  5.12  1.89  0.68
C  4.17  0.85  0.76
N  3.45  0.51  -0.34
C  2.56  -0.44  -0.22
P  1.48  -0.92  -1.63
C  2.41  -2.29  -2.39
C  1.61  0.40  -2.97
C  3.01  0.68  -3.53
C  1.05  1.72  -2.44
C  0.73  -0.16  -4.11
C  0.67  -2.63  2.98
C  0.16  -1.31  3.54
C  -0.47  -3.66  3.04
C  1.84  -3.15  3.81
H  3.02  -3.87  1.23
H  2.02  -4.16  -0.24
H  1.50  -4.80  1.29
H  4.54  0.03  4.05
H  6.21  1.86  3.89
H  6.57  3.03  1.74
H  5.25  2.39  -0.27
H  3.35  -1.93  -2.81
H  1.79  -2.76  -3.15
H  2.62  -3.04  -1.64
H  3.66  1.12  -2.78
H  2.90  1.37  -4.36
H  3.48  -0.22  -3.92
H  1.75  2.19  -1.76
H  -0.05  1.02  -0.88
H  0.92  2.42  -3.27
H  1.26  -0.95  -4.64
H  0.53  0.65  -4.83
H  -0.22  -0.56  -3.77
H  -0.78  -1.02  3.06
H  0.88  -0.51  3.44
H  -0.05  -1.44  4.61
H  -1.32  -3.36  2.44
H  -0.81  -3.74  4.08
H  -0.15  -4.66  2.73
H  2.68  -2.46  3.81
H  2.18  -4.13  3.46
H  1.49  -3.28  4.84

**Multiplicity**: 2
**ΔE to the lowest compared entry with this formula, charge and spin**: 20.70 kJ/mol
**⟨S²⟩**: 0.752
**Energy**: -115866.1779 eV
**LUMO (alpha / beta)**: -0.365 / -0.365 eV
**Gap between HOMO and LUMO (alpha / beta)**: 5.865 / 6.818 eV

Atomic partial charges in e from the Löwdin method, atoms 1 to 2: V 0.627; C -0.035